(1)
Density functional theory data (the ωB97M-V functional and the def2-TZVPD basis) for one molecule with the formula C8H10O in a non-equilibrium geometry.

XYZ file:
```
19
C8H10O the ωB97M-V functional and the def2-TZVPD basis
O 0.195 -1.531 0.642
C -0.034 -0.056 0.738
C 0.686 -1.750 -0.629
C -1.228 0.074 1.657
C -0.045 -0.767 -1.599
C 1.102 0.654 1.219
C -0.237 0.424 -0.746
C 2.035 1.256 1.630
C -0.593 1.648 -1.104
H -1.106 -1.100 -1.812
H -1.245 0.965 2.363
H 0.452 -2.770 -1.036
H -0.847 2.413 -0.486
H -0.694 1.853 -2.157
H -1.350 -0.907 2.124
H 1.797 -1.781 -0.941
H 2.924 1.854 1.730
H -2.223 0.214 1.060
H 0.410 -0.694 -2.653
```

As for the total charge: 0. Its SMILES is C#C[C@]1(C)OCCC1=C. As for the lowest unoccupied orbital energy: 1.0 eV. The calculation puts the max |F| at 4.7 eV/A. The HOMO energy comes out at -9.367 eV.

For each atom in turn, the natural (NBO) charge in e is: -0.496 0.105 -0.078 -0.618 -0.479 -0.038 0.044 -0.193 -0.397 0.222 0.232 0.189 0.199 0.196 0.248 0.172 0.238 0.219 0.234

=====

(2)
Density functional theory data (the ωB97M-V functional and the def2-TZVPD basis) for C27H48CoN6SSi as an isolated structure.

XYZ file:
```
84
C27H48CoN6SSi the ωB97M-V functional and the def2-TZVPD basis
Co -0.185 -0.585 -0.432
S -0.895 -1.122 -2.946
Si -3.697 -0.662 -4.728
N 0.727 2.043 0.449
N -0.077 -0.511 1.826
N 1.987 -0.840 -0.573
N -2.260 -0.387 -0.835
N 0.331 5.870 2.099
N -0.050 -2.811 -0.284
C 1.348 -3.201 -0.463
C -0.804 5.175 -0.878
C -4.668 0.006 -2.128
C -4.565 0.239 -0.757
C -0.672 4.944 1.568
C -5.495 -0.351 -5.201
C -3.576 -0.429 -2.863
C 2.115 -2.139 -1.240
C 0.931 0.381 2.374
C 0.767 1.825 1.890
C 1.532 5.273 2.636
C 3.083 1.379 -0.235
C 2.847 0.189 -1.162
C -2.358 -0.623 -2.167
C -0.425 2.836 -0.078
C -0.807 3.389 -2.518
C -0.784 -3.574 0.727
C 1.998 2.452 -0.139
C -2.645 0.625 -5.601
C -0.111 -1.820 2.481
C -0.518 4.343 0.170
C -0.943 4.760 -2.210
C -3.340 0.028 -0.166
C -1.221 -2.704 1.908
C -3.268 -2.392 -5.307
C -0.548 2.497 -1.538
C 0.634 6.987 1.229
H -0.516 -2.854 -1.189
H 1.269 7.691 1.769
H 3.829 -0.247 -1.397
H 2.432 3.295 0.418
H 3.977 1.894 -0.597
H 2.402 0.516 -2.106
H 0.891 0.402 3.474
H -3.638 -2.547 -6.323
H -0.989 -0.076 1.948
H -3.206 0.201 0.899
H -1.586 0.386 -5.505
H 1.806 -3.316 0.525
H -5.617 0.175 -2.621
H -1.613 -3.357 2.692
H -0.163 -4.399 1.095
H -5.810 0.672 -4.980
H 1.269 4.491 3.347
H -0.388 1.455 -1.792
H 1.452 -4.167 -0.976
H 1.154 6.695 0.305
H -0.897 3.044 -3.541
H -3.727 -3.145 -4.662
H 3.167 -2.447 -1.321
H 1.581 2.400 2.343
H -1.302 2.389 0.428
H -2.043 -2.059 1.584
H -5.621 -0.507 -6.275
H -6.176 -1.034 -4.687
H -0.238 -1.702 3.566
H 0.863 -2.297 2.335
H -5.410 0.578 -0.174
H -1.672 -4.025 0.279
H -2.191 -2.554 -5.293
H -0.810 4.160 2.312
H -1.168 5.479 -2.985
H 1.709 -2.045 -2.248
H 2.196 4.846 1.870
H -1.605 5.516 1.553
H -0.287 7.507 0.957
H 2.097 6.037 3.172
H 1.920 -0.008 2.114
H -0.979 6.224 -0.660
H 1.788 2.821 -1.145
H -0.160 2.197 2.330
H -2.894 0.675 -6.664
H 2.278 -0.967 0.393
H -2.814 1.614 -5.169
H 3.341 1.008 0.764
```

As for the total charge: 0. The expectation value of S² is 3.806. The spin multiplicity is 4. As for the lowest unoccupied orbital energy (alpha / beta): 0.5 / -0.3 eV. The calculation puts the max |F| at 0.4 eV/A. The HOMO energy (alpha / beta) comes out at -6.053 / -5.694 eV.

For each atom in turn, the Löwdin charge in e is: 0.204 0.635 0.495 -0.108 -0.101 -0.102 -0.030 -0.260 -0.111 -0.199 -0.075 -0.091 -0.081 -0.154 -0.197 -0.255 -0.219 -0.202 -0.170 -0.108 -0.153 -0.201 -0.738 -0.237 -0.083 -0.202 -0.177 -0.188 -0.208 -0.110 -0.058 -0.164 -0.162 -0.193 -0.042 -0.117 0.044 0.082 0.113 0.101 0.115 0.126 0.122 0.026 0.109 0.097 0.004 0.110 0.089 0.109 0.114 0.029 0.076 0.058 0.122 0.085 0.105 0.031 0.118 0.109 0.150 0.095 0.028 0.031 0.115 0.112 0.095 0.120 0.002 0.102 0.098 0.087 0.068 0.124 0.082 0.084 0.096 0.097 0.125 0.108 0.027 0.095 0.025 0.104

=====

(3)
Density functional theory data (the ωB97M-V functional and the def2-TZVPD basis) for an isolated ion of composition C5H11N2S and charge +1 in a non-equilibrium geometry.

XYZ file:
```
19
C5H11N2S the ωB97M-V functional and the def2-TZVPD basis
S -3.137 -0.789 0.097
N -0.517 0.178 -0.188
N 2.221 -0.565 0.902
C 0.163 -1.105 -0.391
C -1.788 0.206 -0.020
C 0.274 1.387 -0.177
C -2.942 1.043 0.247
C 1.698 -1.055 -0.366
H 1.093 1.245 0.535
H 2.050 -1.231 1.647
H -3.377 1.635 -0.551
H 3.222 -0.431 0.839
H 0.699 1.558 -1.166
H -0.337 2.241 0.103
H -3.083 1.457 1.240
H -0.192 -1.796 0.379
H 2.029 -2.077 -0.609
H -0.141 -1.504 -1.364
H 2.067 -0.398 -1.157
```

As for the total charge: +1. As for the lowest unoccupied orbital energy: -4.0 eV. The calculation puts the max |F| at 1.1 eV/A. The HOMO energy comes out at -13.361 eV.

For each atom in turn, the natural (NBO) charge in e is: 0.403 -0.268 -0.852 -0.237 0.202 -0.444 -0.471 -0.235 0.280 0.371 0.265 0.386 0.228 0.229 0.264 0.224 0.212 0.236 0.208

=====

(4)
Density functional theory data (the ωB97M-V functional and the def2-TZVPD basis) for C2H2ClNO3 as an isolated structure in a non-equilibrium geometry.

XYZ file:
```
9
C2H2ClNO3 the ωB97M-V functional and the def2-TZVPD basis
Cl 9.752 0.228 -0.026
O -1.101 -1.154 -1.097
O -2.993 1.747 0.331
O 0.604 -1.732 0.393
N -2.145 0.814 0.823
C -0.156 -1.018 -0.135
C -0.930 0.188 -0.418
H -0.375 1.037 -0.969
H -2.655 -0.110 1.098
```

As for the total charge: -2. As for the lowest unoccupied orbital energy (alpha / beta): 5.5 / 5.5 eV. The calculation puts the max |F| at 3.7 eV/A. The HOMO energy (alpha / beta) comes out at -0.874 / -0.875 eV.

For each atom in turn, the natural (NBO) charge in e is: -1.000 -0.544 -0.735 -0.585 -0.284 0.730 -0.008 0.170 0.256

=====

(5)
Density functional theory data (the ωB97M-V functional and the def2-TZVPD basis) for one molecule with the formula ClHNO2P in a non-equilibrium geometry.

XYZ file:
```
6
ClHNO2P the ωB97M-V functional and the def2-TZVPD basis
Cl 2.290 0.991 -0.210
P 0.966 -0.419 0.435
O 0.764 -1.554 -0.475
O -0.411 0.667 0.445
N -1.316 0.076 -0.222
H -2.293 0.238 0.028
```

As for the total charge: 0. As for the lowest unoccupied orbital energy (alpha / beta): -0.8 / -2.8 eV. The calculation puts the max |F| at 3.2 eV/A. The HOMO energy (alpha / beta) comes out at -10.099 / -9.715 eV.

For each atom in turn, the natural (NBO) charge in e is: -0.282 1.582 -0.956 -0.474 -0.180 0.310

=====

Calculated ΔE to the lowest compared entry with this formula, charge and spin in order - 382.9; 9.2; 166.2; 464.4; 73.7 kJ/mol